Entry 1:
Here is an isolated molecule of C21H29N3O3S from OMol25. Energies are from wB97M-V/def2-TZVPD.

Structure (XYZ):
```
57
Properties=species:S:1:pos:R:3:forces:R:3:lowdin_charge:R:1
C -4.3254 -4.5365 0.6413 -0.168 0.423 -0.067 -0.07
C -5.1227 -3.2559 0.4548 -0.085 -0.188 0.042 -0.29
O -4.2239 -2.1972 0.2117 0.161 -0.079 -0.002 -0.16
C -4.8574 -0.9553 0.0221 0.062 0.259 -0.033 -0.24
C -3.7815 0.0900 -0.2393 -0.381 -0.133 0.035 -0.15
C -4.3592 1.4948 -0.4288 -0.001 -0.239 0.212 -0.18
N -3.2979 2.4351 -0.7074 -0.278 -0.065 -0.357 0.05
C -2.7103 3.1561 0.2648 0.346 0.335 -0.376 -0.50
O -3.1502 3.2918 1.3883 -0.073 0.017 0.448 0.05
C -1.3450 3.7248 -0.1516 -0.311 0.138 0.056 -0.12
N -0.3662 2.6807 0.0891 0.250 -0.317 0.437 0.02
C -0.1933 1.6384 -0.7593 0.040 -0.125 -0.042 -0.77
S -0.6396 1.7843 -2.3612 -0.030 0.155 -0.951 0.71
N 0.3528 0.4995 -0.2837 -0.164 0.259 0.107 -0.09
C 0.7981 -0.5573 -1.1786 0.023 -0.222 -0.339 -0.14
C 2.2913 -0.7250 -1.1083 0.024 -0.264 0.007 -0.22
C 2.8654 -1.8919 -0.6291 -0.163 0.125 -0.159 -0.04
C 4.2402 -2.0035 -0.5162 0.174 0.033 -0.035 -0.04
C 5.0700 -0.9497 -0.8689 -0.036 -0.156 0.022 -0.29
C 6.5585 -1.0507 -0.7329 -0.018 0.007 -0.046 -0.05
C 4.4902 0.2160 -1.3594 -0.091 -0.034 -0.017 -0.04
C 3.1205 0.3268 -1.4818 0.052 -0.054 -0.059 -0.02
C 0.6905 0.2938 1.1130 0.195 0.048 0.262 -0.06
C 2.0500 0.8140 1.4719 -0.150 0.790 -0.082 -0.26
C 2.6344 2.0412 1.3464 -0.407 -0.472 0.134 -0.03
C 3.9652 1.8927 1.8071 0.172 -0.462 0.225 -0.05
C 4.0883 0.5914 2.1782 0.493 0.734 -0.019 -0.12
O 2.9372 -0.0678 1.9794 -0.313 -0.360 0.060 0.05
H -3.7407 -4.7396 -0.2515 0.056 -0.074 -0.086 0.07
H -4.9975 -5.3693 0.8274 -0.039 -0.121 0.024 0.07
H -3.6462 -4.4290 1.4824 0.067 -0.039 0.100 0.07
H -5.8189 -3.3576 -0.3934 0.045 0.029 0.105 0.12
H -5.7198 -3.0403 1.3558 0.034 -0.012 -0.116 0.12
H -5.4420 -0.6862 0.9169 0.016 -0.026 -0.083 0.13
H -5.5536 -1.0100 -0.8308 0.026 0.005 0.082 0.13
H -3.0914 0.0942 0.6066 0.057 0.034 0.015 0.12
H -3.2194 -0.1999 -1.1295 0.059 0.007 -0.007 0.12
H -4.8607 1.8281 0.4825 -0.050 -0.029 -0.142 0.12
H -5.0706 1.5063 -1.2585 -0.030 0.024 0.083 0.12
H -2.7720 2.2787 -1.5627 0.058 0.127 0.187 0.04
H -1.0920 4.5845 0.4692 -0.109 -0.093 -0.024 0.13
H -1.3235 3.9982 -1.2071 0.063 -0.001 0.162 0.08
H -0.1664 2.5293 1.0668 0.020 0.009 -0.022 0.12
H 0.2903 -1.4870 -0.9006 0.036 0.047 -0.015 0.13
H 0.4910 -0.2798 -2.1905 0.010 -0.144 0.264 0.05
H 2.2354 -2.7209 -0.3383 -0.093 -0.073 0.052 0.11
H 4.6703 -2.9196 -0.1371 0.071 -0.085 0.043 0.11
H 6.8433 -1.9711 -0.2294 0.074 -0.044 0.030 0.07
H 6.9463 -0.2052 -0.1664 0.092 0.032 0.047 0.08
H 7.0285 -1.0356 -1.7159 0.107 -0.009 -0.021 0.08
H 5.1228 1.0447 -1.6429 0.074 0.108 -0.028 0.12
H 2.6827 1.2388 -1.8611 -0.075 0.131 -0.030 0.12
H -0.0862 0.7290 1.7535 0.077 -0.148 -0.081 0.13
H 0.6951 -0.7846 1.2939 -0.097 0.110 0.038 0.14
H 2.1902 2.9365 0.9624 -0.163 0.145 -0.131 0.10
H 4.7166 2.6533 1.8526 0.225 0.109 0.038 0.10
H 4.9080 0.0336 2.5841 0.067 -0.174 0.053 0.12
```
Forces are in eV/Å.

## Properties
- Energy relative to the best compared isomer or geometry (same formula, charge and spin): 52.93 kcal per mole
- LUMO level: 0.025 Eh
- HOMO-LUMO gap: 0.32959 Eh
- Max |F|: 0.964 eV/Å
- Structure (SMILES): CCOCCCNC(=O)CNC(=S)N(Cc1ccc(C)cc1)Cc1ccco1
- HOMO level: -8.29 eV


Entry 2:
Here is C38H43N15OS2Se2Sr as an isolated structure in a non-equilibrium geometry from OMol25. Energies are from wB97M-V/def2-TZVPD.

Structure (XYZ):
```
102
Properties=species:S:1:pos:R:3:forces:R:3:lowdin_charge:R:1
Sr 1.4418 -0.0148 0.2169 0.941 0.280 1.105 1.23
N 4.7700 1.3254 -1.1265 0.070 0.018 -0.132 0.12
C 4.5787 1.5589 0.2288 0.404 0.045 -0.479 -0.53
N 5.3414 2.4507 0.8559 -0.316 -0.229 0.199 0.01
N 4.8315 2.4543 2.1057 0.345 0.368 0.089 -0.10
N 3.8483 1.6366 2.1933 -0.275 -0.134 0.351 -0.12
N 3.6436 1.0301 1.0050 0.250 0.047 -0.097 -0.10
C 4.2625 0.2839 -1.8830 0.226 0.257 0.171 -0.50
N 4.7155 0.0209 -3.1083 -0.038 0.048 0.168 0.01
N 3.9584 -1.0092 -3.5079 0.153 -0.045 -0.336 -0.11
N 3.1143 -1.3302 -2.5917 -0.263 -0.208 0.131 -0.12
N 3.2792 -0.5211 -1.5144 -0.024 -0.035 -0.264 -0.07
H 5.6162 1.7322 -1.4912 -0.075 -0.022 0.013 0.12
C 0.0324 3.3938 5.2198 -0.104 0.038 0.057 -0.44
Se 1.5611 3.5250 4.0362 0.054 -0.076 -0.104 0.88
C 2.8080 2.5203 5.1470 0.020 0.158 0.228 -0.59
C 2.3452 1.1467 5.5939 0.023 -0.053 0.258 -0.58
Se 1.9973 -0.1218 4.1554 0.209 0.029 -0.355 0.89
C 0.8942 -1.3060 5.2111 -0.125 -0.052 0.219 -0.42
H 0.2663 3.7873 6.2101 0.003 -0.005 -0.014 0.02
H -0.3156 2.3662 5.2886 0.025 -0.069 -0.023 0.01
H -0.7690 3.9778 4.7711 0.029 0.034 -0.015 0.00
H 3.0091 3.1234 6.0424 -0.017 -0.079 -0.133 0.06
H 3.7233 2.4635 4.5644 0.021 -0.011 -0.130 0.02
H 1.4327 1.2213 6.1952 0.060 -0.024 -0.113 0.04
H 3.1216 0.7120 6.2353 -0.101 0.057 -0.065 0.06
H 1.4512 -1.7123 6.0563 -0.020 0.018 -0.021 0.01
H 0.5812 -2.1263 4.5698 0.000 -0.025 -0.032 -0.01
H 0.0032 -0.7877 5.5673 -0.003 0.000 0.011 0.02
N 1.7439 3.0160 -0.0751 0.421 -0.325 0.068 0.11
C 0.7560 3.5324 -0.8629 -0.295 -0.002 -0.145 -0.26
C 1.0872 4.0969 -2.0974 -0.055 0.002 0.033 -0.04
C 0.1097 4.5735 -2.9496 0.058 0.064 -0.170 -0.12
C -1.2265 4.5027 -2.5937 -0.049 0.019 -0.030 -0.13
C -1.5543 3.9473 -1.3651 -0.151 0.084 0.008 -0.07
C -0.6030 3.4616 -0.4798 0.193 0.055 0.070 -0.14
C -1.0366 2.8445 0.8074 0.283 -0.036 -0.333 -0.27
C -2.0587 3.4778 1.5127 -0.188 0.029 0.074 -0.07
C -2.6320 2.8623 2.6140 -0.137 0.135 0.069 -0.13
C -2.1597 1.6194 3.0050 -0.017 -0.051 0.114 -0.13
C -1.0997 1.0390 2.3169 -0.081 -0.029 0.037 -0.19
C -0.4713 1.6095 1.1955 -0.474 -0.115 0.185 -0.18
H 2.7061 3.2316 -0.2815 -0.066 0.087 0.028 0.09
H 1.5366 2.7532 0.8758 -0.085 0.160 0.120 0.03
H 2.1287 4.1339 -2.3869 0.098 0.004 -0.027 0.11
H 0.4007 4.9895 -3.9073 -0.007 0.008 -0.010 0.09
H -2.0004 4.8586 -3.2612 -0.022 0.014 -0.023 0.08
H -2.5961 3.8708 -1.0706 -0.017 0.000 -0.041 0.11
H -2.4233 4.4457 1.1814 0.006 0.017 0.031 0.10
H -3.4427 3.3453 3.1527 0.045 -0.025 -0.016 0.09
H -2.6066 1.1091 3.8544 0.000 0.001 -0.021 0.09
H -0.7574 0.0762 2.6854 0.063 -0.098 0.032 0.04
S 4.5132 -3.4887 1.1645 0.031 -0.067 0.154 0.52
C 3.2692 -4.1466 0.2506 0.188 0.292 -0.091 -0.92
N 3.1986 -3.9402 -1.0767 0.176 0.272 0.026 0.00
C 2.0684 -4.3513 -1.8767 -0.144 -0.153 -0.172 -0.19
C 0.8081 -4.3206 -1.0253 0.006 -0.040 -0.046 -0.18
C 1.0254 -5.2064 0.1928 -0.166 -0.056 -0.143 -0.19
N 2.2991 -4.8960 0.8144 0.126 -0.085 0.243 0.01
H 3.7228 -3.1358 -1.4118 -0.065 -0.245 0.034 0.08
H 2.2350 -5.3660 -2.2665 -0.047 0.056 0.012 0.12
H 2.0210 -3.6649 -2.7229 -0.079 -0.011 0.067 0.10
H -0.0604 -4.6691 -1.5895 0.041 -0.063 0.014 0.11
H 0.6258 -3.2961 -0.6925 0.011 -0.098 -0.033 0.07
H 1.0090 -6.2627 -0.1091 -0.049 0.061 -0.001 0.11
H 0.2432 -5.0571 0.9390 -0.025 -0.021 -0.082 0.10
H 2.3547 -4.9059 1.8204 -0.005 -0.013 -0.061 0.11
O 0.0654 -0.1415 -1.6725 -1.018 -0.270 -0.340 -0.68
S -1.2372 -0.7595 -1.1897 0.451 0.315 -0.236 0.94
C -1.6374 -1.9365 -2.5072 -0.120 -0.228 -0.111 -0.25
C -1.3249 -1.4128 -3.8713 -0.062 0.019 0.116 -0.27
C -2.3449 -0.9823 -4.7110 0.019 0.013 -0.038 -0.06
C -2.0464 -0.4515 -5.9569 -0.091 0.004 -0.010 -0.10
C -0.7256 -0.3417 -6.3600 0.069 0.042 -0.070 -0.10
C 0.2962 -0.7685 -5.5235 -0.037 0.009 -0.003 -0.06
C 0.0007 -1.3058 -4.2826 -0.056 0.009 -0.078 -0.03
C -2.5161 0.4790 -1.4346 -0.063 0.036 -0.112 -0.25
C -3.8509 -0.1284 -1.1096 0.092 0.122 0.008 -0.28
C -4.0296 -0.8459 0.0706 -0.038 0.013 -0.008 -0.04
C -5.2392 -1.4625 0.3411 -0.044 0.004 -0.052 -0.07
C -6.2941 -1.3374 -0.5520 -0.005 -0.063 0.080 -0.10
C -6.1318 -0.6019 -1.7150 -0.087 0.009 -0.070 -0.10
C -4.9126 -0.0085 -1.9972 0.025 -0.040 -0.038 -0.06
H -2.6838 -2.2121 -2.3805 -0.056 -0.022 -0.002 0.10
H -1.0223 -2.8041 -2.2683 -0.018 0.048 0.027 0.07
H -3.3738 -1.0661 -4.3838 -0.064 -0.001 0.016 0.10
H -2.8450 -0.1172 -6.6074 -0.013 0.006 -0.012 0.09
H -0.4897 0.0883 -7.3244 0.010 0.011 -0.049 0.09
H 1.3301 -0.6702 -5.8169 0.114 0.011 -0.042 0.10
H 0.8062 -1.6063 -3.6284 0.103 -0.023 0.080 0.08
H -2.4401 0.8440 -2.4607 -0.034 0.023 0.011 0.11
H -2.2405 1.2830 -0.7457 0.057 -0.097 -0.008 0.08
H -3.2241 -0.9327 0.7845 0.126 0.003 0.084 0.10
H -5.3319 -2.0525 1.2403 -0.019 -0.050 0.098 0.09
H -7.2387 -1.8194 -0.3420 -0.074 -0.029 0.009 0.09
H -6.9527 -0.4996 -2.4130 -0.038 0.007 -0.022 0.09
H -4.7751 0.5506 -2.9132 0.001 0.047 -0.068 0.11
N -3.3555 -3.6435 2.4594 -0.537 0.023 -0.089 0.08
C -2.2125 -3.5201 2.5924 -0.225 -0.230 0.175 -0.43
N -0.9211 -3.4696 2.8208 0.130 -0.024 0.083 0.05
C -0.2438 -2.7255 2.0083 0.350 -0.030 0.092 -0.41
N 0.4650 -2.1117 1.3226 0.157 0.176 -0.083 0.05
```
Forces are in eV/Å.

## Properties
- Energy relative to the best compared isomer or geometry (same formula, charge and spin): 10.75 kcal per mole
- LUMO level: 0.141 Eh
- HOMO-LUMO gap: 0.24763 Eh
- Max |F|: 1.478 eV/Å
- Net charge: -2
- HOMO level: -2.89 eV